No. 1
Formula: C18H26ClGeN4S2SeTi
Source: OMol25
Level of theory: ωB97M-V/def2-TZVPD

Its energy above the lowest of the compared OMol25 structures with the same formula, charge and spin is 0.0 kcal/mol. The total energy is -204192.81126 eV. The total charge is +3. Its lowest unoccupied orbital energy is -11.5 eV.

Geometry (Å):
Ti -0.2648 -0.2137 -0.5746
C -3.6538 3.3524 1.4882
S -4.0407 2.8441 -0.1990
C -2.7971 1.7364 -0.5962
S -1.5193 1.2973 0.5553
N -2.7976 1.1859 -1.7624
N -1.7485 0.3382 -1.9639
C -1.7328 -0.2403 -3.1217
C -0.6055 -1.0921 -3.4268
C -0.4443 -1.7554 -4.6230
C 0.7151 -2.5102 -4.8087
C 1.6576 -2.5585 -3.7961
C 1.4224 -1.8597 -2.6203
N 0.3097 -1.1436 -2.4269
H -4.4553 4.0482 1.7352
H -2.7068 3.8834 1.5402
H -3.6966 2.5152 2.1802
H -2.5392 -0.0592 -3.8258
H -1.1970 -1.6834 -5.3971
H 0.8769 -3.0416 -5.7379
H 2.5761 -3.1185 -3.9058
H 2.1591 -1.8644 -1.8252
C 0.9364 3.1990 2.6316
Ge 2.0092 1.5824 2.5148
C 3.3322 1.3877 3.9125
C 0.8898 -0.0498 2.3896
C 2.9768 1.5205 0.7659
Se 1.9462 1.1758 -0.8620
C 1.2197 2.9600 -1.2113
H 0.4713 3.2608 3.6160
H 0.1454 3.2499 1.8837
H 1.5781 4.0739 2.5189
H 2.8406 1.3371 4.8841
H 4.0034 2.2463 3.9205
H 3.9249 0.4838 3.7770
H -0.0800 -0.0020 2.8820
H 1.4200 -0.9317 2.7546
H 0.6959 -0.2907 1.3167
H 3.7381 0.7396 0.7617
H 3.4838 2.4574 0.5255
H 0.7968 3.3519 -0.2928
H 0.4711 2.8802 -1.9952
H 2.0589 3.5569 -1.5600
Cl 0.8551 -5.4166 1.1363
C -0.3427 -4.2347 0.8701
C -1.6966 -4.5058 1.0720
C -2.6264 -3.5035 0.8439
C -2.1967 -2.2605 0.4273
N -0.8874 -2.0049 0.2255
C 0.0233 -2.9736 0.4479
H -2.0051 -5.4885 1.4070
H -3.6820 -3.6802 0.9974
H -2.8886 -1.4479 0.2535
H 1.0705 -2.7333 0.2978

Atoms 1-6, force components in eV/Å:
Ti 0.01 0.16 0.15
C -0.04 0.03 0.02
S 0.05 -0.06 -0.06
C -0.07 0.05 0.04
S 0.16 -0.13 0.00
N -0.03 0.02 -0.01

Results of the natural (NBO) charge analysis, in e, for atoms 1 through 2: 1.435 -0.762


No. 2
Formula: C18H26CrN3O8P2
Source: OMol25
Level of theory: ωB97M-V/def2-TZVPD

The total energy is -86925.68313 eV. The total charge is +1. Its lowest unoccupied orbital energy (spin up / spin down) is -4.0 / -4.0 eV. Its multiplicity is 5.

Geometry (Å):
Cr -0.3632 -0.5169 -0.7031
P 1.9676 -1.1096 -0.7027
C 2.0183 -1.6063 -2.3756
C 0.8442 -1.8434 -3.1382
N -0.3570 -1.4773 -2.5410
C -1.4942 -1.6662 -3.2389
C -1.5512 -2.4409 -4.3856
C -0.3823 -2.8045 -5.0265
C 0.7997 -2.3671 -4.4511
C -2.7544 -1.0350 -2.6776
P -2.4795 0.4711 -1.6060
H 1.7650 -2.5679 -4.9364
H -2.5149 -2.6815 -4.7930
H -0.4027 -3.4727 -5.8848
H -3.4448 -0.6811 -3.4539
H -3.2528 -1.7665 -2.0202
H 3.6118 2.2415 -3.6338
H 2.9914 -1.5894 -2.8922
H 0.7832 2.4064 -2.0223
O 2.7121 2.4508 -3.7048
H 2.3317 2.2300 -4.5873
H 0.1191 1.5466 -0.1140
O 0.4424 2.4673 -1.0799
H 1.0912 3.0015 -0.5343
C -2.3877 1.7920 -2.8307
H -3.3623 1.8761 -3.3328
H -2.1081 2.7231 -2.3234
H -1.6115 1.5594 -3.5664
C -3.9774 0.8001 -0.6408
H -3.8790 1.7942 -0.1819
H -4.8816 0.7828 -1.2674
H -4.0906 0.0611 0.1635
C 2.2183 -2.7189 0.1637
H 3.3126 -2.8556 0.2648
H 1.6950 -2.8044 1.1392
H 1.8224 -3.4648 -0.5548
C 3.1455 0.1138 0.0391
H 2.7744 0.5245 1.0000
H 4.1190 -0.3713 0.2624
H 3.3300 0.9664 -0.6391
O -0.9936 -0.2452 1.2213
C -0.4129 0.7392 1.7742
O 0.1431 1.6783 1.0440
C -0.2360 0.7806 3.2318
C 0.9186 1.3621 3.7593
C 1.1894 1.2869 5.1363
C 0.2947 0.6761 6.0133
C -0.8243 0.0251 5.4773
C -1.0835 0.0314 4.0772
N -1.7476 -0.6028 6.4073
O -1.4879 -0.5375 7.6324
O -2.7677 -1.1770 5.9744
N 2.4138 1.8504 5.6053
O 3.1764 2.3809 4.7686
O 2.6519 1.8113 6.8285
H 1.6139 1.8499 3.0872
H 0.4886 0.6598 7.0792
H -1.9366 -0.5366 3.6900

Atoms 1-6, force components in eV/Å:
Cr -1.02 -0.77 -0.66
P -1.27 -0.65 0.56
C 1.08 0.75 -1.57
C 0.48 1.30 1.43
N 0.03 0.53 -0.45
C -0.44 -0.28 -0.11

Results of the natural (NBO) charge analysis, in e, for atoms 1 through 2: 0.975 0.843


| no. | M (g/mol) |
| --- | --- |
| 1 | 597.46 |
| 2 | 526.36 |